Entry 1:
Molecular formula: C25H27N2O5P
Method: DFT, ωB97M-V/def2-TZVPD

Cartesian coordinates (Å):
C 0.134902 5.561812 1.751655
C -0.786591 4.429431 1.331156
H -1.831501 4.757194 1.318541
H -0.689124 3.584844 2.024191
O -0.502691 3.996207 0.008768
P 0.653966 2.886793 -0.185427
O 1.961793 3.226340 0.386687
O 0.720980 2.741174 -1.758341
C -0.410292 2.359911 -2.541923
C -1.183146 3.574595 -3.026681
H -1.576223 4.124373 -2.176740
H -2.005225 3.254376 -3.661826
H -0.528141 4.231398 -3.593482
H 0.002110 1.802419 -3.389018
H -1.057586 1.700273 -1.957527
C 0.027667 1.356938 0.497913
C 0.734100 0.571645 1.385709
N 1.867331 0.842688 2.065366
H 2.348544 1.645239 1.669322
C 2.702720 -0.254033 2.533794
C 3.311311 -1.006642 1.378237
C 2.832892 -2.249897 0.999670
C 3.345917 -2.912147 -0.103773
C 4.355323 -2.323130 -0.855871
C 4.834375 -1.064882 -0.483605
C 4.315976 -0.417533 0.615159
H 4.691237 0.558273 0.886400
H 5.614026 -0.617333 -1.078921
O 4.937750 -2.877867 -1.953907
C 4.500654 -4.144496 -2.381429
H 3.441585 -4.132866 -2.659040
H 5.099260 -4.381546 -3.259576
H 4.667369 -4.907852 -1.614262
H 2.947603 -3.880090 -0.364615
H 2.045881 -2.718549 1.572934
H 2.077000 -0.918138 3.135388
H 3.476589 0.180297 3.170074
O 0.039215 -0.558837 1.589669
C -1.089227 -0.435582 0.810159
N -1.111389 0.686811 0.156535
C -2.039884 -1.522374 0.806116
C -1.700088 -2.678670 1.485179
C -2.556776 -3.779671 1.523059
C -3.763464 -3.733349 0.881064
C -4.158700 -2.574850 0.181240
C -5.405964 -2.518216 -0.476667
C -5.795517 -1.395117 -1.149148
C -4.951022 -0.276708 -1.186778
C -3.734391 -0.299420 -0.560911
C -3.297692 -1.444279 0.135155
H -3.087214 0.560975 -0.587080
H -5.269714 0.610133 -1.714806
H -6.752367 -1.360402 -1.649415
H -6.049234 -3.385853 -0.434298
H -4.432380 -4.581727 0.901697
H -2.255460 -4.665989 2.061929
H -0.749779 -2.729691 1.994089
H 0.017624 6.406186 1.077481
H -0.100332 5.875797 2.765205
H 1.165435 5.221629 1.705530

Forces on atoms 1 to 3 (eV/Å):
C -0.1 -0.2 -0.2
C -0.2 0.3 0.7
H 0.2 -0.1 0.1

Output
DFT total energy   -1796.026641 Eh
SMILES string   CCOP(=O)(OCC)c1nc(-c2cccc3ccccc23)oc1NCc1ccc(OC)cc1
F_max   1.38 eV Å⁻¹
Spin multiplicity   1

***

Entry 2:
Molecular formula: C25H27N3O4
Method: DFT, ωB97M-V/def2-TZVPD

Cartesian coordinates (Å):
C -0.714684 -2.278536 -3.559850
C -1.791782 -1.197693 -3.560255
O -2.852149 -1.488531 -2.666879
C -2.694103 -1.265718 -1.339807
C -3.785011 -1.598570 -0.532286
C -3.743087 -1.384019 0.828815
C -2.620378 -0.829691 1.421067
C -1.534838 -0.508305 0.622790
C -1.559457 -0.722888 -0.747612
H -0.696822 -0.437426 -1.327186
N -0.389526 0.112285 1.193565
C 0.601648 -0.538223 1.841439
O 1.574642 0.057170 2.301558
C 0.508494 -1.994631 1.975980
C 1.330680 -2.802872 2.724309
C 0.878378 -4.121663 2.520674
C -0.175840 -4.024159 1.661105
O -0.406208 -2.750354 1.326463
H -0.819297 -4.764886 1.228364
H 1.280101 -5.016033 2.950028
H 2.144056 -2.472877 3.336507
C -0.277396 1.570442 1.026487
C -1.642350 2.199957 1.039540
C -2.451328 2.316771 -0.085182
C -3.716655 2.862806 0.054299
C -4.133783 3.258782 1.314525
N -3.371908 3.158153 2.390709
C -2.163580 2.648236 2.251205
H -1.576532 2.589091 3.160259
H -5.117773 3.678562 1.477676
H -4.366114 2.970570 -0.800380
H -2.089430 2.006477 -1.051300
H 0.289909 1.931819 1.894034
C 0.581030 1.809387 -0.237797
O 0.131692 2.028372 -1.345881
N 1.887653 1.696237 0.037727
H 2.157266 1.363243 0.958614
C 2.912756 1.647865 -0.984227
C 4.166494 2.405833 -0.512117
H 3.914574 3.022757 0.349815
H 4.536407 3.065807 -1.295026
C 5.210857 1.336107 -0.149120
H 5.703844 1.551883 0.796982
H 5.977371 1.284955 -0.923562
C 4.437767 0.017453 -0.106457
H 5.078595 -0.844548 -0.285442
H 3.952351 -0.111626 0.862223
C 3.385379 0.202165 -1.194475
H 2.562200 -0.507816 -1.117178
H 3.839686 0.104119 -2.181147
H 2.470281 2.076292 -1.886612
H -2.582174 -0.647467 2.483824
H -4.596556 -1.641122 1.437416
H -4.658821 -2.018522 -1.004441
H -1.360111 -0.213924 -3.342657
H -2.271051 -1.153973 -4.542217
H 0.052773 -2.029235 -4.287326
H -0.254399 -2.370378 -2.578966
H -1.153736 -3.237882 -3.822639

Forces on atoms 1 to 3 (eV/Å):
C -0.3 0.2 0.1
C 0.4 -0.1 -0.3
O -0.2 -0.1 0.1

Output
DFT total energy   -1434.099293 Eh
SMILES string   CCOc1cccc(N(C(=O)c2ccco2)[C@@H](C(=O)NC2CCCC2)c2cccnc2)c1
F_max   1.29 eV Å⁻¹
Spin multiplicity   1

***

Entry 3:
Molecular formula: C25H27N4OSSc
Method: DFT, ωB97M-V/def2-TZVPD

Cartesian coordinates (Å):
Sc 0.241347 -0.848610 -0.908511
C -0.557118 -2.466117 3.092508
C -0.680211 -1.951497 1.693002
N 0.458288 -1.721189 0.909399
N 1.694621 -1.965856 1.468179
C 2.825329 -1.641368 0.855615
N 3.971907 -1.969453 1.543403
S 2.926647 -0.892204 -0.652980
C -1.850328 -1.558866 1.090823
C -3.149674 -1.607942 1.710985
C -4.238885 -1.158074 1.051903
C -4.117709 -0.629412 -0.273224
C -2.886296 -0.601227 -0.832231
N -1.753984 -1.054026 -0.216079
H 0.093203 -3.349599 3.155612
H -1.521831 -2.784109 3.476261
H -0.160262 -1.714294 3.788837
H 1.740250 -2.385419 2.386578
H 3.939470 -1.928891 2.551043
H 4.802815 -1.558596 1.149076
H -3.249369 -1.992112 2.716236
H -5.208127 -1.190611 1.534710
H -4.970345 -0.246007 -0.814034
H -2.749132 -0.194042 -1.830685
C 2.580653 5.986009 0.741270
C 1.718738 5.621535 -0.286678
C 1.238878 4.324093 -0.379086
C 1.605488 3.352915 0.559422
C 2.478486 3.735923 1.580058
C 2.961368 5.033676 1.675984
C 1.161320 1.935478 0.511656
C 0.365411 1.294500 -0.344805
C -0.429212 1.786040 -1.447602
C -1.573097 2.590307 -1.260522
C -2.445369 2.840617 -2.297842
C -2.228375 2.300651 -3.570092
C -1.120351 1.509301 -3.781479
C -0.234971 1.242589 -2.733028
H 2.954265 6.999922 0.808597
H 1.421361 6.356654 -1.024901
H 0.581060 4.059521 -1.193446
H 2.780615 2.993658 2.311929
H 3.636465 5.302690 2.478578
H 1.621376 1.336409 1.298234
H -1.760531 2.996556 -0.273699
H -3.314856 3.463388 -2.122575
H -2.917993 2.501833 -4.378676
H -0.930384 1.095259 -4.764160
H 0.666981 0.663717 -2.940664
C 1.577346 -4.991575 -0.551184
O 1.453111 -3.702969 -1.169115
C 0.279661 -3.101621 -1.325113
C -0.912115 -3.909582 -0.984729
H 1.038360 -5.018092 0.395947
H 2.640267 -5.129055 -0.376862
H 1.209880 -5.783056 -1.203002
H -0.821184 -4.966722 -1.242554
H -1.791835 -3.485971 -1.464075
H -1.091409 -3.825088 0.107762

Forces on atoms 1 to 3 (eV/Å):
Sc -0.1 0.9 -0.6
C 0.1 0.0 0.0
C 0.3 -0.1 0.2

Output
DFT total energy   -2421.937552 Eh
F_max   1.06 eV Å⁻¹
Spin multiplicity   1

***

Entry 4:
Molecular formula: C25H27N5O4
Method: DFT, ωB97M-V/def2-TZVPD

Cartesian coordinates (Å):
C -1.603529 -0.391214 -3.728072
H -2.674261 -0.528393 -3.873455
H -1.177018 0.091137 -4.613112
O -1.471553 0.417924 -2.586813
C -0.209144 0.801731 -2.214487
C 0.964362 0.338815 -2.787575
C 2.180120 0.785249 -2.289861
C 2.253072 1.682601 -1.243608
C 1.059985 2.149398 -0.662816
C -0.156277 1.716059 -1.163883
H -1.092411 2.053420 -0.753492
O 1.196050 3.014536 0.372534
C 0.059556 3.317081 1.149692
H -0.677504 3.889943 0.576371
H -0.391831 2.403754 1.547866
H 0.426321 3.926278 1.973833
C 3.569901 1.997187 -0.578456
N 3.689472 1.091183 0.555652
C 4.080974 -0.180457 0.344742
O 4.773854 -0.536295 -0.586281
C 3.534678 -1.203605 1.362328
N 2.092335 -1.325712 1.107200
N 1.823478 -2.378005 0.319650
C 0.645900 -2.622842 -0.141486
C -0.443308 -1.768232 0.207815
C -1.808733 -1.680712 -0.045429
N -2.239023 -0.595916 0.648116
N -1.262346 0.027168 1.306181
C -0.163918 -0.670621 1.065124
C 1.178855 -0.382410 1.528200
O 1.497023 0.588707 2.202798
C -3.540987 -0.073391 0.741362
C -3.699752 1.307500 0.782272
C -4.964501 1.853636 0.883835
C -6.076142 1.029475 0.950849
C -5.914871 -0.345332 0.940603
C -4.651950 -0.902611 0.843535
H -4.535187 -1.973601 0.879080
H -6.775888 -0.992103 1.018515
H -7.064415 1.456974 1.025006
H -5.083133 2.926127 0.910790
H -2.824719 1.935153 0.746554
C -2.672161 -2.505998 -0.925798
H -3.489215 -1.909235 -1.326066
H -3.090214 -3.356723 -0.385200
H -2.083320 -2.896657 -1.751136
C 0.497429 -3.821109 -1.020480
H 1.441633 -4.355966 -1.051021
H -0.284358 -4.478566 -0.644752
H 0.236445 -3.513946 -2.032383
C 3.888933 -0.916648 2.814780
H 3.487975 0.034885 3.147990
H 3.491144 -1.702806 3.453753
H 4.971482 -0.900349 2.912278
H 3.945748 -2.174718 1.066876
H 3.015061 1.258594 1.298293
H 3.597924 3.023056 -0.211949
H 4.404367 1.806327 -1.254348
H 3.095925 0.402585 -2.713712
H 0.956963 -0.368656 -3.600475
H -1.128721 -1.368380 -3.589774

Forces on atoms 1 to 3 (eV/Å):
C 0.0 -0.1 -0.2
H 0.1 0.0 0.0
H 0.0 0.0 0.0

Output
DFT total energy   -1543.611200 Eh
SMILES string   COc1ccc(CNC(=O)[C@@H](C)n2nc(C)c3c(C)n(-c4ccccc4)nc3c2=O)c(OC)c1
F_max   1.32 eV Å⁻¹
Spin multiplicity   1

***

Question: The lowest DFT total energy belongs to which entry?
Answer: C25H27N4OSSc

***

Question: Which of these has the lowest F_max?
Answer: C25H27N4OSSc

***

Question: Which value of spin multiplicity does entry 4 give?
Answer: 1

***

Question: Number 4 is which compound?
Answer: C25H27N5O4